[1]
Computed, not measured: an isolated ion of composition C5H12NO and charge -1 at a distorted geometry, with ωB97M-V/def2-TZVPD.

XYZ file:
```
19
C5H12NO (ωB97M-V/def2-TZVPD)
C -1.74047 0.02369 -1.63128
C -0.54380 0.49575 -0.78367
C 0.17184 -0.33526 0.30357
C -0.87265 -1.19614 1.00812
N 0.92864 0.59694 1.10075
C 2.39165 0.74325 0.56645
O 3.01189 -0.38896 0.34186
H -2.26792 0.82500 -2.13146
H -2.45918 -0.34713 -0.88828
H -1.47246 -0.84153 -2.24301
H -0.85032 1.49661 -0.44843
H 0.24147 0.84843 -1.46846
H 0.78767 -0.96168 -0.35888
H -1.66617 -0.51168 1.34917
H -1.32720 -1.83990 0.25759
H -0.52243 -1.66640 1.90684
H 1.07653 0.22708 2.03289
H 2.31013 1.43780 -0.30051
H 2.80278 1.39413 1.38675
```

Summary:
Total charge: -1
HOMO energy in eV: -2.5
Kohn-Sham gap in eV: 6.33
ΔE to the lowest compared entry with this formula, charge and spin in eV: 0.746
Structure (SMILES): CC[C@H](C)NC[O-]

Löwdin population analysis, charges in e, atoms 1 to 2:
1. C -0.130
2. C -0.255



[2]
Computed, not measured: a 3-piece molecular cluster, CHClF3N overall at a distorted geometry, with ωB97M-V/def2-TZVPD.

XYZ file:
```
7
CHClF3N (ωB97M-V/def2-TZVPD)
C 0.48781 0.05828 -0.66300
N -0.70889 -0.20293 -0.50916
F 1.31224 -0.96095 -0.80691
F -1.09423 -1.01327 1.27119
F -1.68704 0.74185 -0.39967
Cl 1.34960 1.60228 -0.73716
H 0.34050 -0.22527 1.84471
```

Summary:
HOMO energy (spin up / spin down) in eV: -9.3 / -12.3
2S+1: 3
Kohn-Sham gap (spin up / spin down) in eV: 9.59 / 8.87
ΔE to the lowest compared entry with this formula, charge and spin in eV: 0.000

Löwdin population analysis, charges in e, atoms 1 to 2:
1. C -0.796
2. N 0.036



[3]
Computed, not measured: C36H40BMnN8O2S2 as an isolated structure, with ωB97M-V/def2-TZVPD.

XYZ file:
```
90
C36H40BMnN8O2S2 (ωB97M-V/def2-TZVPD)
Mn 0.46889 -0.21172 0.11646
C -2.14816 -0.23886 2.28113
C -1.21061 0.46761 3.24537
C -1.99425 0.90296 4.48233
C -0.55411 1.64125 2.57795
C -0.46831 2.95028 3.05728
C 0.21038 3.64423 2.08229
N 0.51088 2.79028 1.09816
N 0.08812 1.54135 1.40409
B 0.74312 2.36672 -1.49251
N 1.64507 1.24393 -2.04849
C 2.42553 1.36016 -3.12346
C 3.07542 0.16642 -3.32451
C 2.63818 -0.67162 -2.29207
N 1.76617 -0.00538 -1.51554
C 3.01637 -2.12458 -2.16118
C 3.11075 -2.62213 -0.72992
C 4.33259 -2.40409 -2.88978
N -0.71048 1.81273 -1.40997
C -1.81409 2.37980 -1.90692
C -2.80068 1.42198 -2.00040
C -2.20642 0.24033 -1.54651
N -0.95384 0.50070 -1.15602
C -2.74821 -1.15254 -1.72261
C -1.67442 -2.03621 -2.35351
C -3.35545 -1.79576 -0.47972
H -2.45435 -1.21258 2.66168
H -1.70741 -0.43455 1.30474
H -3.03904 0.37174 2.11377
H -0.42184 -0.21648 3.58123
H -2.71870 1.67768 4.22615
H -1.34452 1.28711 5.26923
H -2.54138 0.05273 4.88790
H -0.88691 3.34900 3.96203
H 0.50948 4.67440 2.02563
H 0.71531 3.22549 -2.32936
H 2.45792 2.28993 -3.66323
H 3.76788 -0.07211 -4.10850
H 2.23105 -2.69368 -2.67378
H 3.89063 -2.08085 -0.18684
H 3.36640 -3.68273 -0.72490
H 2.17331 -2.53748 -0.18742
H 5.12535 -1.74976 -2.52239
H 4.25342 -2.26757 -3.96744
H 4.63365 -3.43573 -2.71222
H -1.79673 3.41001 -2.22008
H -3.79249 1.53525 -2.39830
H -3.55323 -1.03568 -2.45556
H -0.83075 -2.18823 -1.67348
H -1.29250 -1.58546 -3.27122
H -2.07903 -3.02058 -2.58309
H -2.58450 -2.07716 0.23281
H -3.88742 -2.70427 -0.76428
H -4.05616 -1.12693 0.02219
N 2.66541 -0.83679 2.27466
C 1.84676 -0.62672 1.47583
H 3.15862 -1.31883 2.99685
O -1.17974 -6.93056 -0.97843
S -1.83658 -5.66491 -0.84016
O -2.73997 -5.23541 -1.87147
N -0.71368 -4.48485 -0.54794
C -0.87812 -3.95088 0.61601
S 0.11314 -2.70706 1.27020
C -1.99553 -4.53803 1.43091
C -2.42186 -4.20494 2.70439
C -3.50299 -4.89650 3.23499
C -4.13848 -5.90021 2.50824
C -3.70458 -6.23978 1.23146
C -2.63025 -5.53835 0.72707
H -1.90879 -3.43175 3.26058
H -3.85712 -4.65659 4.22847
H -4.97775 -6.42520 2.94411
H -4.18559 -7.02109 0.66052
C 1.53889 7.25910 -0.96469
C 0.31458 6.61264 -0.78747
C 0.28797 5.26533 -0.48347
C 1.46088 4.52954 -0.32439
C 1.38840 3.03461 -0.07325
C 2.73209 2.45009 0.22663
C 3.90466 3.11252 0.01698
C 3.92235 4.44920 -0.38347
C 2.69228 5.17324 -0.51627
C 2.70625 6.54339 -0.83634
H 1.57009 8.31317 -1.20463
H -0.61162 7.15921 -0.89839
H -0.66726 4.76710 -0.36326
H 2.75928 1.42889 0.57813
H 4.83995 2.59470 0.18725
H 4.85567 4.96678 -0.55420
H 3.66274 7.02960 -0.98265
```

Summary:
HOMO energy (spin up / spin down) in eV: -7.1 / -8.3
2S+1: 5
Kohn-Sham gap (spin up / spin down) in eV: 7.10 / 7.60
ΔE to the lowest compared entry with this formula, charge and spin in eV: 1.655

Löwdin population analysis, charges in e, atoms 1 to 2:
1. Mn 0.589
2. C -0.089



Asked for energy across the records above, the calculation gives -327.6686, -852.9219, -3956.5901 a.u. in order.